The following is a DFT calculation (the ωB97M-V functional and the def2-TZVPD basis) of 17 unconnected molecules or ions with the total composition C68H187N17O17 at a distorted geometry.

```
289
Properties=species:S:1:pos:R:3:forces:R:3:lowdin_charge:R:1
C 5.37621 1.77119 -6.44446 0.328 -0.153 -0.301 -0.06
C 4.59767 2.37907 -5.27315 -0.011 -0.500 -0.880 -0.43
C 3.70890 1.31834 -4.63558 -0.059 0.757 0.690 -0.22
O 2.76786 0.87656 -5.57403 0.306 -0.471 -0.546 -0.17
C 1.73938 0.10360 -5.00164 -0.472 0.587 -0.011 -0.10
N 5.46733 3.02497 -4.28522 -0.375 -0.354 -0.031 0.04
H 6.04514 0.97499 -6.10278 -0.140 -0.081 0.169 0.08
H 6.03430 2.47519 -6.96216 -0.162 0.307 0.204 0.07
H 4.73431 1.34903 -7.21863 -0.182 -0.020 0.183 0.07
H 3.88633 3.11093 -5.66489 0.168 0.240 -0.011 0.14
H 3.17840 1.81709 -3.81198 0.061 -0.190 0.188 0.10
H 4.29743 0.48971 -4.21792 0.016 -0.103 -0.072 0.14
H 2.09572 -0.64766 -4.29335 0.119 -0.011 -0.039 0.08
H 1.16963 -0.37178 -5.79982 0.235 -0.118 -0.130 0.09
H 1.03560 0.78949 -4.51675 0.003 -0.197 0.400 0.07
H 6.18015 3.52761 -4.80047 0.083 0.105 0.195 0.08
H 5.94309 2.30613 -3.74688 0.110 0.078 -0.009 0.08
C -0.23599 -6.18436 1.89503 0.044 0.228 0.652 -0.05
C 0.69737 -5.04946 1.46786 0.020 -0.761 -0.597 -0.41
C 1.79321 -5.58661 0.54656 0.912 -0.264 0.727 -0.19
O 2.47518 -6.63893 1.22958 -0.198 -0.135 0.151 -0.21
C 3.73568 -6.90423 0.65229 -0.209 0.589 0.468 -0.11
N 0.01874 -3.93247 0.80323 -0.956 -0.455 -0.185 0.06
H 0.32466 -6.94287 2.44248 0.014 -0.063 -0.142 0.08
H -0.76691 -6.66070 1.06943 0.098 0.131 -0.177 0.08
H -0.96821 -5.78544 2.60457 -0.112 -0.023 -0.083 0.07
H 1.19968 -4.65978 2.35584 0.015 -0.009 0.065 0.13
H 2.55661 -4.81192 0.40184 -0.350 0.300 -0.384 0.09
H 1.46174 -5.99473 -0.41507 -0.401 0.409 -0.082 0.13
H 4.29022 -5.96008 0.59803 0.142 -0.074 -0.254 0.06
H 3.64119 -7.33744 -0.34717 0.108 -0.115 -0.014 0.09
H 4.28152 -7.54382 1.34318 -0.063 -0.286 -0.196 0.09
H -0.80670 -3.72811 1.36945 0.346 0.435 0.293 0.06
H -0.46395 -4.31869 -0.01962 0.589 -0.004 -0.166 0.04
C 1.93379 2.96415 -1.46070 -0.826 -0.841 -0.457 -0.07
C 2.07887 4.09508 -2.48282 0.679 -0.392 0.675 -0.43
C 1.00252 5.16433 -2.32994 0.436 -1.319 -0.037 -0.21
O 1.00032 5.96310 -3.48992 -0.114 0.321 0.255 -0.16
C -0.05927 6.87835 -3.43951 -0.120 1.123 -0.267 -0.12
N 3.44054 4.64305 -2.34994 -1.145 0.632 -0.127 0.06
H 2.69003 2.18443 -1.58078 0.268 0.308 -0.218 0.06
H 0.99379 2.42083 -1.64329 -0.086 0.160 0.129 0.07
H 1.95967 3.21651 -0.39898 0.055 0.575 -0.140 0.07
H 1.91634 3.69229 -3.49423 -0.038 -0.176 0.053 0.12
H 1.16827 5.73318 -1.40740 -0.138 0.206 -0.070 0.13
H 0.06389 4.59460 -2.27285 -0.222 0.339 0.236 0.11
H -1.04760 6.41050 -3.49176 0.028 -0.218 0.107 0.07
H 0.01652 7.59832 -4.25698 0.149 -0.398 -0.338 0.09
H -0.02506 7.53673 -2.56422 0.086 -0.393 0.346 0.07
H 3.33890 5.57626 -2.74494 0.778 -0.077 -0.139 0.07
H 4.07298 4.09217 -2.92439 0.235 0.258 -0.050 0.03
C -2.80633 -1.75206 -3.31999 0.579 -0.248 -0.602 -0.06
C -3.59331 -0.45220 -3.21225 -0.378 -1.022 0.256 -0.42
C -3.00391 0.65477 -4.05341 -0.806 1.260 0.848 -0.21
O -1.78914 1.12779 -3.48785 -0.072 -0.571 -0.283 -0.20
C -1.28997 2.20649 -4.24057 0.042 -0.223 -0.525 -0.11
N -4.99306 -0.64652 -3.59933 0.019 0.435 -0.499 0.05
H -3.17686 -2.55103 -2.68013 -0.084 0.170 0.324 0.05
H -1.73373 -1.61115 -3.16370 -0.006 0.056 0.310 0.06
H -2.88095 -2.16315 -4.33514 -0.133 0.194 -0.091 0.08
H -3.63489 -0.13198 -2.16964 0.337 0.098 -0.125 0.10
H -3.69683 1.50437 -3.97491 -0.284 -0.093 -0.140 0.11
H -2.99231 0.42615 -5.12602 0.630 -0.325 -0.019 0.14
H -0.46269 2.65588 -3.69380 0.017 -0.003 -0.072 0.08
H -2.05725 2.95909 -4.46369 -0.036 0.030 0.314 0.08
H -0.96093 1.82311 -5.21498 0.273 0.217 0.013 0.09
H -5.51144 -1.22258 -2.95187 0.140 -0.035 0.121 0.06
H -5.03802 -1.08818 -4.51132 -0.112 -0.050 0.037 0.07
C 0.33229 2.42993 9.92350 1.117 -0.150 -0.381 -0.07
C -0.63706 3.08058 8.97801 -0.637 0.376 -0.633 -0.43
C 0.01262 3.30619 7.59571 -0.245 -0.341 0.678 -0.21
O -0.93640 3.81734 6.68595 -0.078 0.062 0.421 -0.18
C -0.39375 4.02032 5.41911 0.387 -0.199 -0.916 -0.13
N -1.83733 2.21319 8.84962 0.895 0.405 -0.179 0.05
H -0.09161 2.24048 10.90519 -0.026 -0.023 -0.016 0.08
H 1.26888 2.99065 10.00871 -0.270 0.384 0.284 0.08
H 0.71337 1.50293 9.47542 -0.455 -0.263 0.195 0.06
H -0.95547 4.05763 9.35208 -0.079 -0.049 0.106 0.14
H 0.34841 2.30360 7.29090 0.280 0.138 -0.372 0.12
H 0.84713 4.01428 7.64431 0.215 -0.192 0.124 0.13
H -0.25869 3.08267 4.85697 -0.314 -0.106 0.113 0.07
H 0.61992 4.44428 5.41385 -0.147 0.299 0.366 0.08
H -1.05683 4.67280 4.85251 -0.019 -0.004 0.076 0.07
H -2.32255 2.55231 8.02103 -0.189 -0.192 0.108 0.06
H -1.43355 1.31251 8.59109 -0.456 -0.149 -0.029 0.06
C 2.94740 2.45819 4.80350 -0.042 -0.289 0.593 -0.08
C 3.64756 2.72532 3.47527 0.184 -1.355 0.946 -0.43
C 3.48198 1.47619 2.58273 -0.429 1.031 0.266 -0.20
O 4.42506 1.55143 1.54106 -0.329 -0.416 0.256 -0.17
C 4.31076 0.53239 0.56524 1.176 0.425 -0.642 -0.10
N 3.04399 3.87641 2.85506 0.425 0.974 -0.570 0.06
H 3.03453 3.17948 5.62472 0.140 0.723 -0.650 0.08
H 3.37390 1.58498 5.30471 -0.324 -0.424 -0.449 0.06
H 1.88133 2.34947 4.59980 -0.010 -0.270 0.176 0.05
H 4.71964 2.79353 3.71320 0.060 0.300 -0.412 0.14
H 2.46256 1.51435 2.17278 -0.093 -0.187 -0.006 0.12
H 3.57788 0.57481 3.19516 0.209 -0.105 -0.095 0.11
H 5.27807 0.62197 0.06124 -0.176 -0.307 -0.308 0.09
H 3.52804 0.71252 -0.17686 -0.204 0.097 0.245 0.06
H 4.21865 -0.49416 0.91957 -0.191 0.156 0.478 0.06
H 3.41703 4.00859 1.91456 -0.048 -0.228 0.023 0.08
H 3.37740 4.70169 3.35004 -0.286 0.006 0.040 0.08
C 0.82185 -1.08761 -1.51979 0.531 0.105 -0.042 -0.05
C 0.75127 -0.33024 -0.19938 -0.682 -0.355 -0.180 -0.41
C -0.69976 0.03705 0.15326 0.165 -0.526 -0.176 -0.18
O -0.70957 0.61705 1.45426 -0.126 0.558 -0.997 -0.21
C -0.52325 2.02779 1.40979 -0.666 -0.203 1.396 -0.08
N 1.34954 -1.07828 0.90843 0.272 0.049 0.035 0.08
H 0.36133 -0.55068 -2.35252 -0.422 0.051 0.226 0.06
H 0.38915 -2.08298 -1.40049 -0.047 -0.020 -0.140 0.07
H 1.86241 -1.18872 -1.84475 0.056 -0.248 0.270 0.06
H 1.28811 0.61384 -0.32840 0.082 0.001 0.148 0.09
H -1.35492 -0.83381 0.20642 0.330 -0.437 0.175 0.10
H -1.17077 0.61569 -0.65410 0.173 0.710 0.318 0.12
H -1.41150 2.47858 0.96264 0.262 0.243 -0.368 0.07
H 0.42116 2.39741 1.00607 -0.065 -0.313 -0.371 0.07
H -0.53669 2.30570 2.46825 0.068 0.265 -0.071 0.08
H 1.11630 -2.07301 0.88675 -0.212 0.204 -0.386 0.03
H 0.89828 -0.71353 1.74237 0.266 -0.008 0.166 0.05
C -3.44397 -2.75007 0.42429 -0.218 0.081 0.119 -0.06
C -3.67992 -4.08728 1.12172 -0.255 0.072 -0.142 -0.41
C -4.65878 -3.96425 2.28177 -0.216 0.304 0.957 -0.21
O -4.15525 -2.95627 3.13806 -0.033 0.219 -0.105 -0.21
C -5.03115 -2.54412 4.19328 0.530 -1.395 -0.795 -0.07
N -4.10678 -5.03014 0.09009 -0.556 -0.691 -0.073 0.03
H -2.67401 -2.83034 -0.34271 -0.140 -0.134 -0.146 0.06
H -3.16355 -1.91484 1.06244 0.029 -0.301 0.408 0.06
H -4.40385 -2.46585 -0.02051 0.125 0.069 -0.301 0.08
H -2.75840 -4.50276 1.53055 0.124 0.165 0.074 0.11
H -4.77443 -4.92082 2.81316 0.370 -0.128 0.033 0.13
H -5.70124 -3.71040 2.03873 0.123 0.177 -0.748 0.11
H -4.67611 -1.56285 4.48439 -0.298 0.047 0.314 0.09
H -4.95425 -3.30740 4.97318 -0.002 0.393 0.443 0.09
H -6.06559 -2.57657 3.84351 -0.051 0.507 0.016 0.06
H -4.20188 -5.98190 0.43685 0.267 0.094 0.238 0.09
H -5.04325 -4.82311 -0.25002 0.130 0.369 -0.054 0.09
C 4.28739 -5.45503 -6.85369 0.644 -0.618 0.259 -0.06
C 3.24620 -4.42135 -7.21269 -0.529 -0.954 -0.289 -0.45
C 3.36602 -3.18188 -6.35088 -0.187 1.023 0.255 -0.19
O 2.96958 -3.27557 -4.98473 0.048 -0.327 -0.186 -0.19
C 1.58548 -3.49836 -4.84575 -0.063 -0.789 0.275 -0.12
N 3.35601 -4.04417 -8.63372 0.124 0.132 0.041 0.04
H 5.30454 -5.07660 -6.98834 -0.056 0.088 -0.231 0.09
H 4.19408 -6.39388 -7.40687 -0.069 0.231 -0.385 0.08
H 4.24907 -5.80701 -5.82107 -0.468 0.433 0.133 0.06
H 2.26723 -4.91098 -7.12208 -0.045 0.194 0.646 0.12
H 2.78897 -2.35682 -6.78893 -0.023 -0.061 -0.248 0.12
H 4.40400 -2.84634 -6.32676 0.054 -0.105 -0.082 0.13
H 1.33104 -3.55684 -3.78598 0.200 0.370 0.074 0.09
H 1.32318 -4.49004 -5.22958 -0.150 0.138 -0.248 0.05
H 0.97314 -2.73417 -5.33346 0.066 0.064 -0.069 0.09
H 2.46627 -3.64715 -8.92065 0.131 0.218 -0.012 0.07
H 3.43628 -4.89070 -9.18811 0.194 0.012 0.044 0.07
C -3.27596 4.05621 2.47486 0.018 0.429 -0.534 -0.06
C -4.59673 4.81534 2.53231 0.026 -0.965 -0.395 -0.39
C -4.43355 6.33270 2.44100 1.055 -0.858 0.427 -0.21
O -5.44661 6.96298 3.18639 0.157 0.140 -0.419 -0.16
C -5.43082 8.35477 3.02643 -0.692 0.626 -0.239 -0.12
N -5.40364 4.18192 1.46447 -0.494 0.909 0.305 0.04
H -2.92665 4.12828 1.44005 0.210 -0.042 0.045 0.05
H -3.48363 3.00602 2.67137 0.251 -0.020 0.184 0.08
H -2.47762 4.46868 3.08929 -0.124 -0.141 0.243 0.06
H -5.10389 4.53759 3.45904 0.036 0.451 0.164 0.14
H -4.32266 6.65210 1.39603 -0.712 0.089 -0.149 0.12
H -3.43459 6.55928 2.84202 -0.119 0.259 0.390 0.11
H -5.79972 8.66002 2.03748 0.168 -0.189 -0.150 0.09
H -4.45374 8.82875 3.16646 0.156 -0.279 0.173 0.08
H -6.14198 8.79018 3.72898 0.151 -0.123 0.197 0.09
H -6.30261 4.66213 1.47488 -0.101 -0.252 -0.201 0.09
H -5.00780 4.40664 0.55304 -0.070 -0.047 -0.028 0.03
C -3.26698 -5.92811 -3.36909 0.343 0.273 -0.899 -0.06
C -1.86343 -6.18674 -2.78320 -1.391 1.322 -0.232 -0.40
C -0.82485 -6.03723 -3.87950 0.106 -0.566 -0.333 -0.22
O -0.94691 -7.17343 -4.71596 0.158 -0.101 -0.115 -0.18
C -0.04790 -7.16428 -5.79810 0.686 -0.628 0.414 -0.12
N -1.59697 -5.19336 -1.74349 0.307 -0.437 0.741 0.04
H -3.46876 -6.66544 -4.14985 -0.304 0.018 0.125 0.08
H -3.25229 -4.94301 -3.85085 0.094 -0.030 -0.149 0.06
H -4.08490 -5.83796 -2.65716 0.173 -0.534 0.312 0.06
H -1.90050 -7.19698 -2.37271 0.667 0.034 0.096 0.14
H 0.17999 -5.92410 -3.44876 0.042 -0.407 0.065 0.12
H -0.94709 -5.15524 -4.52750 -0.446 0.281 0.405 0.12
H 0.08078 -8.19164 -6.14235 -0.355 0.011 -0.120 0.09
H 0.95246 -6.89133 -5.43715 0.005 0.341 -0.165 0.08
H -0.34599 -6.53769 -6.64236 -0.130 0.212 0.131 0.09
H -1.63465 -4.26397 -2.14688 -0.096 0.069 -0.112 0.05
H -2.36371 -5.24343 -1.06087 0.202 0.230 -0.331 0.03
C -2.44596 7.85668 -0.78190 -0.367 0.064 0.573 -0.05
C -1.87827 8.35601 0.53889 0.048 -0.535 0.483 -0.44
C -0.59673 7.64217 0.95084 0.721 1.089 1.029 -0.21
O -0.83704 6.36872 1.50734 -0.781 -0.224 -0.785 -0.19
C 0.33082 5.70460 1.89941 0.871 0.196 -0.299 -0.12
N -1.63685 9.80260 0.46356 -0.224 -0.009 -0.061 0.04
H -1.84374 8.23294 -1.60693 -0.039 -0.044 -0.068 0.07
H -3.47363 8.21742 -0.87664 0.030 0.069 -0.239 0.08
H -2.50270 6.76855 -0.81174 0.245 -0.009 -0.003 0.06
H -2.55640 8.15516 1.37625 -0.311 -0.231 -0.287 0.11
H -0.14766 8.21499 1.77800 -0.044 0.353 -0.094 0.12
H 0.16683 7.72728 0.16534 -0.132 -0.711 -0.291 0.12
H 1.02172 6.39575 2.40354 -0.141 -0.076 0.229 0.09
H 0.89258 5.33071 1.03209 -0.127 -0.127 0.000 0.07
H 0.10729 4.86799 2.55793 -0.188 0.061 -0.034 0.06
H -2.40143 10.20423 -0.07183 0.154 0.079 -0.113 0.07
H -1.75751 10.19633 1.39172 0.275 0.045 -0.013 0.07
C 6.60934 -6.50388 3.94372 -0.595 -0.237 -0.442 -0.06
C 5.77991 -5.30411 4.39336 -0.068 -0.344 1.016 -0.43
C 4.86555 -4.73745 3.32832 0.761 -0.319 -0.593 -0.21
O 4.34616 -3.50705 3.76739 -0.436 0.148 1.091 -0.19
C 3.90055 -2.66763 2.74042 0.962 -0.263 -1.175 -0.11
N 4.94352 -5.70960 5.54121 0.062 0.226 -0.474 0.04
H 6.98729 -7.08556 4.78423 0.103 0.283 0.167 0.07
H 7.44349 -6.22550 3.29987 -0.025 0.053 -0.013 0.08
H 5.96061 -7.20178 3.40531 0.060 0.022 -0.119 0.07
H 6.47493 -4.50425 4.68031 -0.046 0.138 -0.093 0.14
H 4.05929 -5.42485 3.05201 -0.076 -0.121 0.187 0.12
H 5.50963 -4.63358 2.44183 -0.181 0.425 -0.192 0.13
H 4.81570 -2.42233 2.17893 -0.378 0.208 -0.461 0.09
H 3.47443 -1.71955 3.06170 -0.101 -0.244 0.489 0.05
H 3.18317 -3.16498 2.07548 -0.024 0.063 0.055 0.07
H 5.52776 -5.89272 6.34766 -0.096 0.093 0.080 0.07
H 4.33319 -4.92349 5.74182 -0.006 -0.124 0.318 0.06
C 6.38660 -6.25300 -1.51453 0.406 -0.043 0.217 -0.07
C 5.70401 -5.64934 -2.72627 -0.073 -0.375 1.060 -0.45
C 5.99442 -4.13403 -2.81103 0.335 -0.172 -0.692 -0.19
O 5.78157 -3.34320 -1.65936 -0.091 -1.129 0.307 -0.16
C 4.42939 -3.30692 -1.27538 -0.751 0.905 0.516 -0.11
N 6.19495 -6.31703 -3.92817 -0.008 1.193 -0.139 0.05
H 6.14605 -7.30311 -1.32778 -0.491 0.107 -0.046 0.08
H 6.14212 -5.64348 -0.64391 0.166 -0.224 0.148 0.06
H 7.47026 -6.28624 -1.65492 0.020 0.443 -0.034 0.09
H 4.62018 -5.77078 -2.58910 -0.058 -0.071 -0.124 0.12
H 5.39506 -3.71387 -3.62933 0.057 -0.024 -0.186 0.12
H 7.05546 -4.04567 -3.04987 -0.003 0.169 -0.059 0.13
H 3.84388 -4.22791 -1.34339 0.408 -0.187 -0.437 0.07
H 3.91302 -2.51531 -1.83358 -0.132 -0.185 -0.133 0.08
H 4.34132 -3.03005 -0.22001 0.387 0.128 -0.045 0.07
H 5.77142 -5.81653 -4.70027 0.188 -0.494 -0.346 0.03
H 5.95656 -7.29723 -3.96504 -0.213 0.019 0.031 0.08
C 1.75465 -0.62050 7.48482 -0.336 0.499 0.464 -0.07
C 2.02297 -1.20870 6.12254 0.452 -1.105 0.482 -0.43
C 1.10751 -0.69511 5.03299 -0.322 0.238 0.410 -0.19
O -0.20370 -1.16544 5.32039 0.196 -0.656 -0.651 -0.18
C -1.13251 -0.77433 4.31579 0.273 0.755 0.846 -0.08
N 3.43908 -1.00697 5.82911 -0.556 1.100 -0.358 0.06
H 1.98352 0.45035 7.48146 0.120 -0.036 0.053 0.07
H 2.35880 -1.11573 8.24914 0.160 0.084 -0.076 0.08
H 0.72316 -0.72833 7.82451 -0.075 -0.093 -0.323 0.08
H 1.83539 -2.28985 6.22201 -0.314 0.038 -0.225 0.14
H 1.50849 -1.01778 4.06447 -0.327 -0.173 -0.173 0.11
H 1.04506 0.39763 5.01902 0.353 0.106 -0.009 0.10
H -2.13248 -0.95156 4.70702 0.005 -0.191 -0.063 0.08
H -1.00329 -1.26242 3.34856 0.179 -0.114 0.040 0.08
H -1.00182 0.30950 4.20903 -0.281 0.020 -0.481 0.08
H 3.98842 -1.07757 6.66789 0.313 -0.289 -0.183 0.07
H 3.79622 -1.51100 5.03291 0.130 -0.350 0.391 0.04
C -4.69680 0.72935 0.06937 0.688 0.866 -0.601 -0.05
C -6.19786 0.45715 0.06805 -0.149 0.700 0.470 -0.41
C -6.55557 -0.14931 1.41302 -0.072 -1.018 0.243 -0.20
O -7.93506 -0.49478 1.43267 -0.129 0.229 -0.275 -0.19
C -8.29056 -1.46190 2.38913 -0.106 -0.220 -0.677 -0.12
N -6.91478 1.71870 -0.14688 0.150 0.118 0.091 0.06
H -4.03182 -0.10978 0.26292 -0.317 -0.176 0.422 0.05
H -4.47884 1.56528 0.74303 -0.099 -0.397 0.587 0.07
H -4.26698 1.16308 -0.84003 -0.755 -0.169 -0.384 0.05
H -6.54152 -0.22720 -0.71364 0.328 -0.231 0.028 0.13
H -6.35028 0.49923 2.27107 0.217 0.322 -0.176 0.14
H -5.93788 -1.05205 1.54274 -0.101 -0.136 0.108 0.11
H -9.33638 -1.72611 2.23256 -0.093 0.299 0.040 0.09
H -8.16058 -1.11745 3.41683 0.212 -0.067 0.085 0.09
H -7.74162 -2.38437 2.16806 0.242 -0.040 0.452 0.07
H -7.81171 1.67204 0.32740 -0.090 -0.125 -0.206 0.07
H -6.39897 2.44680 0.34329 -0.042 0.117 -0.118 0.02
C -3.18278 3.72628 -1.65997 -0.390 0.534 -0.259 -0.03
C -4.22360 4.71209 -2.18071 -1.278 0.355 0.254 -0.42
C -4.06957 5.01664 -3.65388 1.572 0.433 -0.301 -0.23
O -4.64154 6.26216 -3.96370 -1.397 0.390 0.550 -0.18
C -4.32910 6.77250 -5.22815 0.680 -0.186 -0.366 -0.11
N -5.61160 4.27943 -1.89672 0.592 -0.290 -0.169 0.06
H -3.32328 3.57760 -0.59150 0.071 -0.058 0.008 0.05
H -2.21134 4.18863 -1.84566 0.207 -0.337 0.126 0.07
H -3.24747 2.75217 -2.14852 0.097 0.063 -0.058 0.06
H -4.14986 5.65994 -1.63850 0.419 0.005 -0.097 0.11
H -4.45964 4.17671 -4.24371 -0.163 0.114 -0.185 0.13
H -2.99772 5.13709 -3.89417 0.047 -0.403 -0.018 0.10
H -3.23533 6.70489 -5.31591 -0.083 -0.039 -0.606 0.08
H -4.59098 7.82244 -5.36354 -0.181 0.021 0.717 0.09
H -4.85199 6.26286 -6.04553 0.260 -0.376 0.060 0.09
H -5.77112 3.46077 -2.48165 -0.346 -0.166 0.354 0.07
H -6.24206 4.99248 -2.25170 0.007 0.015 0.049 0.08
```
Positions in Å, forces in eV/Å.

Maximum force: 1.9 eV Å⁻¹
Gap between HOMO and LUMO: 9.0 eV
HOMO: -8.640 eV